{
  "formula": "C6H8O4",
  "method": "ωB97M-V/def2-TZVPD",
  "total_energy_ha": -534.31757,
  "homo_energy_ev": -10.281,
  "gap_ha": 0.3957,
  "e_lumo_ev": 0.487,
  "de_lowest_kcal_mol": 56.8,
  "symbols": ["O", "O", "O", "O", "C", "C", "C", "C", "C", "C", "H", "H", "H", "H", "H", "H", "H", "H"],
  "xyz": [[0.638, -0.892, -1.700], [-1.905, 0.916, 1.022], [-4.472, -0.291, 0.049], [-0.939, -2.013, -0.457], [1.014, 0.408, -1.210], [0.130, 0.212, 0.037], [1.682, 0.319, 0.089], [-0.245, -1.064, -0.653], [-0.754, 1.156, 0.724], [2.573, -0.803, 0.546], [-4.579, 0.331, 0.788], [-0.304, 2.154, 0.920], [1.004, 1.235, -1.916], [1.958, 1.310, 0.466], [2.306, -1.759, 0.078], [2.513, -0.915, 1.636], [3.612, -0.567, 0.278], [-4.230, 0.265, -0.698]],
  "lowdin_charge": [0.085, 0.073, -0.069, 0.187, -0.124, -0.146, -0.182, -0.399, -0.181, -0.026, 0.033, 0.135, 0.166, 0.153, 0.093, 0.091, 0.089, 0.024]
}